No. 1
{
  "formula": "C17H23I2NPPt",
  "method": "the ωB97M-V functional and the def2-TZVPD basis",
  "total_charge": 1,
  "e_lumo_ev": -5.049,
  "largest_force_ha_per_bohr": 0.013,
  "homo_lumo_gap_ev": 6.4,
  "multiplicity": 1,
  "energy_ev": -48224.628,
  "symbols": ["Pt", "C", "N", "C", "C", "C", "C", "C", "C", "C", "C", "H", "H", "H", "H", "H", "H", "H", "H", "H", "H", "H", "H", "I", "I", "C", "P", "C", "C", "C", "C", "C", "C", "C", "H", "H", "H", "H", "H", "H", "H", "H", "H", "H", "H"],
  "coordinates": [[0.2056, 0.8128, -0.4833], [-0.7092, 1.6194, 2.1688], [-0.0902, 2.4100, 1.0779], [-0.9114, 3.6072, 0.8380], [1.2623, 2.8151, 1.4881], [2.1922, 1.6415, 1.4327], [3.3556, 1.6341, 2.1900], [4.3187, 0.6561, 1.9893], [4.1238, -0.2917, 0.9996], [2.9468, -0.3034, 0.2594], [1.9397, 0.6282, 0.4934], [-0.8227, 2.2409, 3.0635], [-0.0768, 0.7681, 2.4073], [-1.6906, 1.2647, 1.8503], [-0.9328, 4.2379, 1.7318], [-1.9302, 3.3071, 0.6005], [-0.5022, 4.1840, 0.0131], [1.2447, 3.2960, 2.4718], [1.5993, 3.5639, 0.7653], [3.5206, 2.4116, 2.9283], [5.2232, 0.6512, 2.5841], [4.8921, -1.0283, 0.7961], [2.8406, -1.0261, -0.5296], [0.6060, 2.9695, -2.5513], [-1.7304, 1.7325, -2.3617], [-0.3182, -2.0765, 1.0268], [-0.1130, -1.3874, -0.6401], [1.0067, -2.6052, -1.4084], [-1.6843, -1.7670, -1.4797], [-1.7288, -1.9086, -2.8668], [-2.9315, -2.1498, -3.5117], [-4.1100, -2.2415, -2.7804], [-4.0788, -2.0933, -1.4015], [-2.8724, -1.8566, -0.7561], [-1.0661, -1.5331, 1.6032], [0.6365, -1.9916, 1.5489], [-0.6052, -3.1267, 0.9519], [0.4673, -3.5505, -1.4775], [1.8890, -2.7644, -0.7984], [1.3132, -2.2878, -2.4037], [-0.8220, -1.8327, -3.4573], [-2.9473, -2.2692, -4.5877], [-5.0479, -2.4346, -3.2854], [-4.9897, -2.1730, -0.8216], [-2.8724, -1.7529, 0.3219]],
  "atomic_forces_ev_per_a": [[-0.25, -0.25, 0.43], [-0.09, 0.09, 0.01], [-0.16, 0.11, 0.10], [-0.08, -0.10, 0.01], [0.09, -0.01, -0.10], [0.01, 0.06, -0.03], [0.06, -0.06, -0.02], [-0.01, 0.03, 0.04], [0.04, -0.04, -0.02], [-0.14, 0.04, 0.06], [0.23, 0.11, 0.14], [-0.03, 0.03, -0.01], [0.00, 0.01, 0.01], [0.06, 0.03, 0.03], [0.00, -0.01, 0.02], [0.00, 0.01, -0.03], [0.03, 0.01, -0.04], [-0.03, -0.03, 0.04], [0.02, 0.03, 0.02], [-0.02, -0.01, -0.04], [-0.03, 0.00, -0.03], [-0.05, 0.02, -0.01], [-0.01, -0.12, -0.08], [0.26, 0.40, -0.47], [-0.02, -0.10, 0.22], [0.08, -0.04, 0.02], [-0.01, -0.48, -0.35], [-0.09, 0.05, -0.04], [-0.12, 0.15, 0.10], [0.11, -0.02, -0.03], [-0.03, 0.00, 0.00], [0.01, 0.00, -0.02], [0.02, -0.01, -0.03], [0.00, 0.02, 0.05], [0.03, 0.01, -0.07], [0.00, -0.01, -0.03], [0.01, 0.01, 0.06], [0.00, 0.01, -0.04], [0.07, 0.02, 0.07], [0.00, 0.00, 0.01], [-0.02, 0.01, 0.04], [-0.01, 0.00, 0.03], [0.03, 0.01, 0.01], [0.02, 0.01, -0.03], [0.02, 0.01, -0.02]],
  "nbo_charge": [0.388, -0.428, -0.478, -0.420, -0.269, -0.013, -0.215, -0.201, -0.200, -0.262, -0.180, 0.199, 0.224, 0.212, 0.202, 0.215, 0.216, 0.207, 0.217, 0.219, 0.228, 0.226, 0.210, 0.107, 0.141, -0.969, 1.091, -0.961, -0.293, -0.240, -0.190, -0.191, -0.201, -0.237, 0.246, 0.262, 0.250, 0.254, 0.253, 0.254, 0.221, 0.229, 0.231, 0.230, 0.217]
}

=====

No. 2
{
  "formula": "C17H23N2Tc",
  "method": "the ωB97M-V functional and the def2-TZVPD basis",
  "s_squared": 3.771,
  "total_charge": 1,
  "e_lumo_ev": [-2.882, -4.264],
  "relative_energy_kcal_mol": 0.0,
  "largest_force_ha_per_bohr": 0.027,
  "homo_lumo_gap_ev": [7.0, 7.0],
  "multiplicity": 4,
  "energy_ev": -23170.875,
  "symbols": ["C", "C", "C", "C", "H", "H", "H", "H", "H", "H", "H", "H", "H", "C", "C", "C", "H", "C", "C", "H", "H", "H", "H", "C", "C", "C", "H", "C", "C", "H", "H", "H", "H", "Tc", "N", "C", "C", "C", "N", "H", "H", "H", "H"],
  "coordinates": [[-0.2007, 0.3432, -1.9366], [0.2908, 1.7555, -1.9089], [0.5326, -0.5755, -2.8623], [-1.6869, 0.2637, -2.0054], [0.0150, -0.5295, -3.8330], [0.5401, -1.6187, -2.5349], [1.5711, -0.2595, -2.9964], [0.1839, 2.1266, -2.9461], [1.3453, 1.8617, -1.6185], [-0.3228, 2.3817, -1.2470], [-2.0043, 0.9477, -2.8110], [-2.1872, 0.5893, -1.0849], [-2.0188, -0.7505, -2.2440], [2.3617, -1.1566, 1.6259], [2.5756, -1.3420, 0.1983], [2.6383, -0.0360, -0.4010], [2.8435, -2.2721, -0.2887], [2.4169, 0.9412, 0.6033], [2.1760, 0.2599, 1.8427], [2.0071, 0.7227, 2.8138], [2.3847, -1.9178, 2.3954], [2.8301, 0.1542, -1.4491], [2.4069, 2.0138, 0.4610], [-1.2630, -1.7967, 1.7917], [-0.0213, -2.5345, 1.7682], [0.2299, -2.9156, 0.3828], [0.5714, -2.8047, 2.6326], [-0.8731, -2.4259, -0.4034], [-1.7983, -1.7640, 0.4655], [-2.7443, -1.3352, 0.1634], [-1.7476, -1.4495, 2.7044], [1.0287, -3.5588, 0.0182], [-0.9821, -2.5565, -1.4737], [0.5558, -0.8267, 0.6956], [-2.0416, 1.1276, 1.3621], [-2.4934, 2.3822, 1.6644], [-1.3776, 3.1894, 1.6723], [-0.2773, 2.3765, 1.3559], [-0.6918, 1.1041, 1.1603], [-2.6619, 0.3291, 1.2767], [-3.5515, 2.6035, 1.8494], [-1.3177, 4.2459, 1.8668], [0.7578, 2.7063, 1.2741]],
  "atomic_forces_ev_per_a": [[0.10, 0.40, -0.09], [0.06, 0.15, -0.08], [0.07, 0.14, -0.02], [-0.21, -0.12, -0.03], [0.27, -0.16, -0.05], [-0.02, 0.04, -0.12], [-0.20, -0.10, -0.18], [0.10, 0.23, 0.29], [-0.34, -0.01, -0.22], [0.17, -0.09, -0.29], [-0.21, -0.23, 0.09], [0.14, 0.06, -0.27], [-0.15, 0.20, -0.08], [1.12, 0.47, 0.21], [0.68, 0.44, 0.65], [-0.34, 0.33, 0.71], [-0.09, 0.23, 0.09], [-0.02, -1.04, -0.17], [0.54, -0.34, -0.22], [-0.02, -0.13, -0.34], [0.32, 0.21, -0.18], [-0.06, -0.01, 0.26], [0.03, -0.24, -0.10], [0.09, -0.73, -0.27], [-0.81, -0.53, -0.27], [-0.83, -0.30, 0.30], [-0.31, -0.16, -0.16], [-0.25, 0.34, 0.80], [1.08, -0.66, 0.14], [0.16, -0.04, -0.08], [0.24, 0.05, -0.36], [-0.34, 0.22, 0.19], [-0.03, 0.01, 0.31], [-0.31, 0.35, -0.86], [-0.14, 1.36, 0.24], [0.48, -0.47, -0.13], [0.15, 0.31, -0.02], [-1.19, -0.67, 0.12], [-0.64, 1.09, 0.28], [0.79, 0.10, -0.05], [0.66, -0.24, -0.12], [-0.18, 0.02, 0.04], [-0.56, -0.44, 0.02]],
  "nbo_charge": [0.094, -0.682, -0.684, -0.682, 0.229, 0.209, 0.211, 0.224, 0.205, 0.219, 0.226, 0.207, 0.206, -0.266, -0.263, -0.215, 0.264, -0.188, -0.277, 0.267, 0.254, 0.257, 0.245, -0.273, -0.280, -0.213, 0.258, -0.253, -0.217, 0.241, 0.262, 0.255, 0.260, 0.743, -0.327, -0.009, -0.325, -0.001, -0.339, 0.427, 0.249, 0.251, 0.229]
}